(1)
Computed, not measured: C5H8O in the gas phase at a distorted geometry, with ωB97M-V/def2-TZVPD.

```
14
C5H8O (ωB97M-V/def2-TZVPD)
O 1.3675 -1.4842 -1.0954
C 0.9311 -0.2595 -0.7468
C -0.4314 0.2802 -1.1804
C -0.6674 0.7604 0.2716
C -1.2501 -0.1726 1.1988
C 0.8534 0.3401 0.5491
H 1.7438 -1.9129 -0.3110
H 1.5179 1.0185 -0.2294
H -1.0795 -0.5560 -1.4585
H -0.4437 1.0318 -1.9718
H -0.8364 1.8301 0.4054
H -1.6881 -1.1048 0.8589
H -1.3894 0.1170 2.2340
H 1.3725 0.1119 1.4756
```

The calculation puts the energy relative to the best compared isomer or geometry (same formula, charge and spin) at 143.88 kcal/mol. As for the spin multiplicity: 1. The value obtained for the lowest unoccupied orbital energy (spin up / spin down) is 0.735 / 0.504 eV. For the frontier orbital gap (spin up / spin down), the calculation gives 7.96 / 6.49 eV. The value obtained for the HOMO energy (spin up / spin down) is -7.2 / -6.0 eV.

(2)
Computed, not measured: a molecular structure, C41H57MoN4O4Se at a distorted geometry, with ωB97M-V/def2-TZVPD.

```
108
C41H57MoN4O4Se (ωB97M-V/def2-TZVPD)
Mo 0.0535 -0.1395 0.3940
C 5.8487 -1.8077 5.4598
C 5.0122 -0.5374 5.7021
C 4.5339 -0.5341 7.1546
C 5.8907 0.7027 5.4606
C 3.8591 -0.5256 4.7132
C 4.1373 -0.5304 3.3348
C 3.1038 -0.5141 2.4387
Se 3.4138 -0.3958 0.5207
C 3.3143 1.5250 0.3701
C 4.4555 2.2576 0.4405
C 4.4081 3.6701 0.3012
C 3.1582 4.2581 0.0398
C 1.9707 3.5729 -0.0847
C 2.0425 2.1390 0.0899
O 1.0008 1.3310 0.0176
C 0.7187 4.4265 -0.3261
C 0.9376 5.2314 -1.6240
C 0.5532 5.3933 0.8606
C -0.5887 3.6539 -0.4731
C 5.6287 4.5280 0.4655
C 5.8261 5.3789 -0.8088
C 6.8992 3.7154 0.7282
C 5.3890 5.4808 1.6616
C 1.7607 -0.5405 2.8719
O 0.8590 -0.5611 1.8563
C 1.4377 -0.4935 4.2308
C 2.5261 -0.4908 5.1064
C 0.0240 -0.4230 4.8261
C -0.2117 -1.7014 5.6469
C -1.1206 -0.2984 3.8070
C -0.0618 0.8103 5.7416
H 6.6682 -1.8352 6.1772
H 5.2426 -2.7049 5.5948
H 6.2816 -1.8291 4.4590
H 5.3990 -0.5467 7.8157
H 3.9568 0.3628 7.3878
H 3.9357 -1.4188 7.3802
H 6.7036 0.7147 6.1861
H 6.3390 0.6952 4.4658
H 5.3145 1.6220 5.5808
H 5.1591 -0.5443 2.9816
H 5.3954 1.7553 0.6139
H 3.1157 5.3331 -0.0628
H 1.7754 5.9220 -1.5334
H 1.1213 4.5723 -2.4738
H 0.0462 5.8217 -1.8327
H 1.4023 6.0688 0.9621
H -0.3363 6.0021 0.7028
H 0.4318 4.8486 1.7994
H -0.5638 2.9652 -1.3173
H -0.8421 3.1357 0.4512
H -1.3998 4.3569 -0.6563
H 5.9938 4.7483 -1.6826
H 4.9769 6.0320 -1.0098
H 6.7036 6.0075 -0.6645
H 7.1325 3.0534 -0.1079
H 7.7393 4.3969 0.8464
H 6.8234 3.1316 1.6477
H 4.5171 6.1171 1.5091
H 5.2573 4.9209 2.5887
H 6.2595 6.1258 1.7712
H 2.3115 -0.4502 6.1638
H -0.1108 -2.5950 5.0260
H 0.4999 -1.7825 6.4676
H -1.2132 -1.6910 6.0780
H -1.2305 -1.1965 3.1920
H -2.0548 -0.1836 4.3558
H -1.0173 0.5963 3.1815
H 0.6466 0.7587 6.5662
H 0.1335 1.7279 5.1831
H -1.0602 0.8792 6.1735
O -3.2453 1.6794 0.2353
C -2.7170 0.6482 -0.0007
O -1.3906 0.5423 -0.3789
C -3.2879 -0.7170 0.1756
C -4.6358 -0.9769 0.0280
C -5.0490 -2.3006 0.1059
C -4.0956 -3.2768 0.3465
C -2.7782 -2.9005 0.5697
N -2.3651 -1.6365 0.4849
H -5.3286 -0.1667 -0.1546
H -6.0908 -2.5661 -0.0107
H -4.3689 -4.3224 0.3760
H -2.0341 -3.6449 0.8233
C 0.7279 -5.6899 0.8535
C 0.6893 -4.5778 1.8848
N 0.4230 -3.3102 1.1967
C 0.7688 -3.0515 -0.0773
N 0.4333 -1.8345 -0.6063
C 0.6169 -1.6931 -2.0660
C 1.9560 -2.2784 -2.4791
C 1.9361 -3.7502 -2.1346
N 1.4178 -3.9720 -0.7778
C 1.7250 -5.2965 -0.2163
H -0.2605 -5.8339 0.4120
H 1.0281 -6.6273 1.3171
H 1.6400 -4.5133 2.4187
H -0.0998 -4.7403 2.6165
H -0.2499 -2.6962 1.6191
H 0.5536 -0.6320 -2.3185
H -0.1975 -2.2085 -2.5831
H 2.7555 -1.7744 -1.9374
H 2.1274 -2.1461 -3.5457
H 2.9440 -4.1639 -2.1789
H 1.3130 -4.3096 -2.8363
H 2.7362 -5.2728 0.1984
H 1.7168 -6.0143 -1.0355
```

As for the spin multiplicity: 1. The value obtained for the lowest unoccupied orbital energy (spin up / spin down) is -11.434 / -11.427 eV. As for the net charge: +3. For the frontier orbital gap (spin up / spin down), the calculation gives 4.96 / 4.96 eV. The value obtained for the HOMO energy (spin up / spin down) is -16.4 / -16.4 eV.

Result set for DFT total energy: -7356.016 -124770.097 eV, one per record in the order listed.